Record 1
Density functional theory data (ωB97M-V with the def2-TZVPD basis set) for a cluster of 9 separate species, C39H45N9 in total.

Calculated values
HOMO ... -8.085 eV
LUMO level ... 0.023 Ha
SMILES ... c1cc[nH]c1.c1cc[nH]c1.c1cc[nH]c1.c1cc[nH]c1.c1cc[nH]c1.c1cc[nH]c1.c1ccncc1.c1ccncc1.c1ccncc1
Frontier orbital gap ... 8.70 eV

Element x y z (Å)
C -1.107 -3.175 1.830
C -0.909 -3.338 3.236
C -1.085 -4.696 3.427
N -1.463 -5.291 2.264
C -1.411 -4.375 1.240
H -1.053 -2.216 1.336
H -0.398 -2.625 3.851
H -0.956 -5.287 4.321
H -1.583 -6.279 2.144
H -1.739 -4.550 0.232
C 1.123 1.157 -5.180
C 1.206 0.549 -6.450
C 2.454 0.831 -6.966
N 3.116 1.587 -6.035
C 2.361 1.706 -4.913
H 0.254 1.074 -4.547
H 0.496 -0.128 -6.896
H 2.873 0.613 -7.932
H 4.092 1.824 -6.038
H 2.619 2.341 -4.081
C -1.197 6.547 0.307
C -2.307 6.768 -0.542
C -3.164 5.716 -0.401
N -2.618 4.828 0.505
C -1.453 5.385 0.970
H -0.313 7.140 0.468
H -2.509 7.562 -1.245
H -4.146 5.546 -0.810
H -3.083 3.970 0.743
H -0.892 4.782 1.670
C 2.051 -1.876 4.259
C 2.909 -1.016 3.569
C 2.554 0.294 3.736
N 1.461 0.275 4.577
C 1.148 -0.995 4.877
H 1.986 -2.947 4.312
H 3.674 -1.409 2.913
H 2.996 1.179 3.316
H 0.899 1.059 4.855
H 0.286 -1.285 5.459
C -4.437 2.344 -1.738
C -5.100 1.199 -2.236
C -4.147 0.297 -2.567
N -2.930 0.844 -2.347
C -3.070 2.118 -1.843
H -4.887 3.252 -1.372
H -6.159 1.020 -2.330
H -4.232 -0.647 -3.084
H -2.055 0.472 -2.668
H -2.223 2.738 -1.634
C 1.606 -4.312 -1.947
C 0.540 -3.401 -2.114
C 1.069 -2.306 -2.737
N 2.358 -2.563 -3.097
C 2.712 -3.801 -2.564
H 1.480 -5.219 -1.375
H -0.495 -3.486 -1.830
H 0.615 -1.356 -2.975
H 3.042 -1.866 -3.329
H 3.740 -4.107 -2.658
C 1.452 0.656 -0.883
C 1.624 -0.158 0.215
C 0.637 -0.028 1.170
N -0.318 0.916 1.160
C -0.434 1.699 0.079
C 0.458 1.596 -0.992
H 2.206 0.622 -1.667
H 2.461 -0.821 0.371
H 0.666 -0.523 2.136
H -1.155 2.501 0.124
H 0.428 2.269 -1.839
C -5.905 1.727 2.029
C -4.952 0.758 1.767
C -3.621 1.073 2.058
N -3.220 2.284 2.483
C -4.171 3.213 2.606
C -5.530 2.988 2.460
H -6.971 1.546 1.942
H -5.195 -0.257 1.493
H -2.769 0.440 1.837
H -3.864 4.186 2.978
H -6.284 3.731 2.673
C 5.204 -3.533 2.284
C 4.178 -3.246 1.399
C 4.536 -2.690 0.163
N 5.792 -2.379 -0.162
C 6.740 -2.572 0.734
C 6.494 -3.132 1.992
H 4.995 -3.986 3.246
H 3.118 -3.425 1.521
H 3.797 -2.513 -0.607
H 7.738 -2.190 0.546
H 7.264 -3.220 2.745

Results of the Mulliken charge analysis, in e, for atoms 1 through 5: number 1, C, carries 0.1961; number 2, C, carries -0.1534; number 3, C, carries -0.7012; number 4, N, carries 0.0035; number 5, C, carries -1.0441

=====

Record 2
Density functional theory data (ωB97M-V with the def2-TZVPD basis set) for a structure of composition C39H46F3IrN6OSTe.

Calculated values
HOMO (spin up / spin down) ... -10.033 / -9.939 eV
LUMO level (spin up / spin down) ... -0.108 / -0.107 Ha
Frontier orbital gap (spin up / spin down) ... 7.10 / 7.03 eV
Total charge ... +1
Multiplicity ... 2

Element x y z (Å)
Ir 0.650 0.767 -0.003
C 5.870 -0.310 -1.408
C 4.966 -0.030 -2.599
N 3.827 -0.947 -2.691
C 4.014 -2.199 -3.440
C 4.279 -3.400 -2.546
C 2.656 -0.675 -2.119
S 2.555 0.818 -1.243
N 1.687 -1.581 -2.306
C 0.568 -1.723 -1.626
O 0.188 -1.135 -0.564
C -0.412 -2.698 -2.180
C -0.026 -3.673 -3.097
C -0.970 -4.543 -3.617
C -2.303 -4.434 -3.237
C -2.692 -3.460 -2.328
C -1.747 -2.598 -1.796
H 6.667 0.432 -1.370
H 6.332 -1.294 -1.484
H 5.311 -0.260 -0.471
H 5.524 -0.126 -3.531
H 4.592 0.992 -2.565
H 4.848 -2.030 -4.119
H 3.120 -2.367 -4.037
H 5.175 -3.263 -1.942
H 4.418 -4.291 -3.160
H 3.434 -3.573 -1.879
H 1.014 -3.746 -3.386
H -0.668 -5.310 -4.318
H -3.038 -5.113 -3.650
H -3.727 -3.374 -2.020
H -2.041 -1.844 -1.079
C 3.562 1.089 2.426
C 2.543 -0.053 2.314
C 2.151 -0.540 3.715
C 3.123 -1.225 1.509
N 1.355 0.458 1.698
H 4.459 0.728 2.932
H 3.159 1.921 3.008
H 3.848 1.451 1.436
H 3.030 -0.900 4.250
H 1.432 -1.358 3.643
H 1.698 0.270 4.290
H 3.978 -1.651 2.036
H 3.450 -0.893 0.521
H 2.371 -2.007 1.383
Te -1.608 -1.215 1.993
C -3.419 -2.033 1.267
C -3.649 -3.402 1.340
C -4.842 -3.935 0.865
C -5.808 -3.102 0.319
C -5.578 -1.734 0.237
C -4.384 -1.201 0.705
C -2.466 -0.389 3.737
C -3.175 0.808 3.675
C -3.750 1.339 4.821
C -3.608 0.685 6.038
C -2.894 -0.502 6.106
C -2.325 -1.041 4.958
H -2.902 -4.055 1.773
H -5.017 -5.001 0.931
H -6.740 -3.517 -0.042
H -6.329 -1.081 -0.188
H -4.204 -0.135 0.631
H -3.284 1.325 2.730
H -4.307 2.266 4.765
H -4.055 1.100 6.931
H -2.782 -1.015 7.052
H -1.775 -1.972 5.015
F 0.312 7.489 1.653
C 1.422 6.962 1.117
F 1.709 7.645 0.005
F 2.422 7.146 1.988
C 1.226 5.489 0.837
C 0.957 4.632 1.892
C 0.782 3.290 1.628
N 0.867 2.794 0.385
C 1.112 3.626 -0.634
C 1.298 4.984 -0.448
H 0.883 4.994 2.908
H 0.566 2.569 2.406
H 1.148 3.184 -1.620
H 1.496 5.623 -1.295
C -2.319 1.194 -4.806
C -2.037 1.480 -3.371
C -2.687 2.268 -2.447
C -1.984 2.114 -1.239
N -0.967 1.276 -1.415
N -1.000 0.924 -2.720
C -2.290 2.725 0.088
H -3.232 1.697 -5.113
H -2.447 0.123 -4.970
H -1.506 1.542 -5.444
H -3.571 2.860 -2.614
H -0.360 0.226 -3.065
H -3.368 2.761 0.241
H -1.916 3.750 0.150
H -1.849 2.138 0.893

Results of the Mulliken charge analysis, in e, for atoms 1 through 5: number 1, Ir, carries 0.9290; number 2, C, carries -0.6770; number 3, C, carries -0.9209; number 4, N, carries 0.1080; number 5, C, carries -0.6709

=====

Record 3
Density functional theory data (ωB97M-V with the def2-TZVPD basis set) for a structure of composition C39H46KN7O2S3.

Calculated values
HOMO ... -2.906 eV
LUMO level ... 0.145 Ha
Frontier orbital gap ... 6.85 eV
Total charge ... -2

Element x y z (Å)
K 0.667 0.025 0.066
C 2.107 -5.737 -2.970
C 2.244 -4.215 -2.923
C 3.441 -3.743 -3.746
C 0.967 -3.530 -3.363
C 0.520 -3.735 -4.663
C -0.622 -3.124 -5.143
C -1.339 -2.290 -4.302
C -0.935 -2.060 -2.996
C -1.753 -1.138 -2.113
C -3.236 -1.499 -2.075
C -1.565 0.330 -2.501
C 0.242 -2.679 -2.509
N 0.652 -2.358 -1.202
C 0.697 -3.336 -0.308
O 0.567 -4.561 -0.470
C 0.747 -2.831 1.143
C -0.123 -3.433 2.042
C -0.253 -2.895 3.310
C 0.485 -1.778 3.647
C 1.345 -1.228 2.701
N 1.497 -1.769 1.484
C 2.055 0.077 3.097
O 2.607 0.076 4.213
N 1.914 1.077 2.240
C 2.251 2.348 2.741
C 3.349 3.056 2.221
C 3.624 4.335 2.687
C 2.839 4.937 3.654
C 1.748 4.245 4.148
C 1.432 2.967 3.706
C 0.196 2.294 4.264
C -1.052 3.152 4.072
C 0.384 1.924 5.734
C 4.277 2.467 1.183
C 5.005 1.230 1.695
C 3.586 2.206 -0.151
H 3.026 -6.210 -2.615
H 1.927 -6.086 -3.989
H 1.286 -6.049 -2.330
H 2.411 -3.948 -1.879
H 3.330 -4.022 -4.797
H 4.366 -4.191 -3.378
H 3.553 -2.659 -3.705
H 1.085 -4.395 -5.312
H -0.957 -3.299 -6.158
H -2.242 -1.808 -4.659
H -1.375 -1.274 -1.102
H -3.723 -1.323 -3.037
H -3.742 -0.893 -1.322
H -3.375 -2.551 -1.823
H -2.031 0.533 -3.469
H -0.506 0.576 -2.617
H -2.007 0.991 -1.756
H -0.684 -4.294 1.705
H -0.949 -3.326 4.020
H 0.416 -1.301 4.616
H 4.483 4.860 2.279
H 3.071 5.934 4.009
H 1.111 4.705 4.896
H 0.029 1.378 3.695
H -1.022 4.062 4.676
H -1.940 2.586 4.362
H -1.175 3.432 3.027
H 0.527 2.821 6.343
H 1.249 1.275 5.851
H -0.502 1.408 6.110
H 5.045 3.234 1.004
H 4.333 0.383 1.805
H 5.453 1.424 2.670
H 5.806 0.954 1.002
H 2.783 1.485 -0.012
H 4.277 1.794 -0.888
H 3.156 3.123 -0.556
N 4.990 -1.512 -0.674
N 3.612 -1.247 -0.983
H 5.060 -2.050 0.186
H 5.419 -0.614 -0.484
H 3.046 -1.259 -0.138
H 3.275 -2.005 -1.559
S -7.556 1.703 1.476
C -5.921 1.519 1.112
S -4.762 0.956 2.267
C -3.498 1.049 1.084
N -3.898 1.520 -0.067
N -5.253 1.805 -0.019
C -5.789 2.301 -1.238
C -6.762 3.290 -1.246
C -7.237 3.757 -2.461
C -6.746 3.253 -3.653
C -5.760 2.277 -3.630
C -5.274 1.799 -2.425
S -1.902 0.568 1.492
H -7.138 3.673 -0.313
H -7.996 4.529 -2.464
H -7.117 3.625 -4.599
H -5.358 1.876 -4.550
H -4.496 1.052 -2.394

Results of the Mulliken charge analysis, in e, for atoms 1 through 5: number 1, K, carries 0.9884; number 2, C, carries -1.7596; number 3, C, carries 0.6483; number 4, C, carries -1.6662; number 5, C, carries 1.3734

=====

Record 4
Density functional theory data (ωB97M-V with the def2-TZVPD basis set) for a structure of composition C39H46OP2Tc.

Calculated values
HOMO (spin up / spin down) ... -12.714 / -12.711 eV
LUMO level (spin up / spin down) ... -0.239 / -0.397 Ha
Frontier orbital gap (spin up / spin down) ... 6.21 / 1.91 eV
Total charge ... +2
Multiplicity ... 4

Element x y z (Å)
Tc -0.802 0.824 -0.512
C 3.724 1.882 1.523
C 4.022 0.786 0.802
C 3.799 -0.619 1.224
C 2.443 -1.035 1.854
C 1.403 -0.021 2.138
C 1.422 1.000 2.997
C 2.601 1.273 3.841
C 3.626 2.078 3.020
C -2.530 1.756 0.212
H 4.186 2.772 1.071
H 4.481 0.928 -0.180
H 4.562 -0.933 1.939
H 3.933 -1.224 0.330
H 1.957 -1.740 1.169
H 2.674 -1.546 2.805
H 0.505 -0.093 1.518
H 0.545 1.676 3.006
H 3.029 0.316 4.185
H 2.273 1.913 4.668
H 3.471 3.156 3.206
H 4.595 1.871 3.490
H -2.500 2.859 0.060
H -2.463 1.581 1.325
H -3.496 1.353 -0.143
P -0.079 -0.681 -1.928
P -1.798 -1.242 0.176
C 0.589 -1.914 -0.803
C -0.326 -2.288 0.130
C -0.421 -1.673 -3.407
C 0.108 -2.969 -3.572
C -0.211 -3.701 -4.719
C -1.059 -3.140 -5.696
C -1.547 -1.825 -5.544
C -1.222 -1.077 -4.408
C 1.315 0.405 -2.437
C 1.094 1.770 -2.298
C 2.034 2.669 -2.807
C 3.124 2.168 -3.524
C 3.304 0.795 -3.693
C 2.422 -0.110 -3.109
C -3.100 -2.581 -0.348
C -3.130 -3.124 -1.652
C -4.028 -4.143 -1.995
C -4.928 -4.675 -1.064
C -4.867 -4.185 0.237
C -3.945 -3.198 0.592
C -2.213 -1.331 1.987
C -3.363 -0.623 2.369
C -3.673 -0.454 3.712
C -2.918 -1.136 4.672
C -1.918 -2.026 4.281
C -1.545 -2.120 2.936
H 1.570 -2.332 -0.991
H -0.322 -3.228 0.664
H 0.780 -3.392 -2.810
H 0.209 -4.708 -4.835
H -1.327 -3.733 -6.568
H -2.171 -1.376 -6.328
H -1.561 -0.039 -4.278
H 0.145 2.078 -1.765
H 1.864 3.744 -2.676
H 3.829 2.866 -3.953
H 4.115 0.412 -4.294
H 2.525 -1.191 -3.183
H -2.434 -2.754 -2.412
H -4.042 -4.534 -3.008
H -5.640 -5.459 -1.338
H -5.532 -4.580 0.997
H -3.910 -2.929 1.647
H -3.987 -0.167 1.594
H -4.497 0.196 3.994
H -3.127 -0.978 5.726
H -1.403 -2.641 5.022
H -0.737 -2.790 2.641
C 1.991 4.073 0.311
C 0.583 3.737 0.721
C 0.541 3.927 2.234
C -0.239 4.870 0.161
O 0.155 2.440 0.369
H 2.234 5.098 0.618
H 2.184 3.956 -0.749
H 2.663 3.445 0.869
H 0.773 4.969 2.477
H -0.456 3.696 2.624
H 1.323 3.346 2.745
H -0.151 4.947 -0.924
H -1.273 4.824 0.497
H 0.164 5.807 0.567

Results of the Mulliken charge analysis, in e, for atoms 1 through 5: number 1, Tc, carries -1.7659; number 2, C, carries -0.5691; number 3, C, carries -0.1590; number 4, C, carries -1.2602; number 5, C, carries -0.9243

=====

Record 5
Density functional theory data (ωB97M-V with the def2-TZVPD basis set) for a structure of composition C39H47GeN4O4TeW.

Calculated values
HOMO (spin up / spin down) ... -10.706 / -11.035 eV
LUMO level (spin up / spin down) ... -0.158 / -0.177 Ha
Frontier orbital gap (spin up / spin down) ... 6.40 / 6.21 eV
Total charge ... +1
Multiplicity ... 3

Element x y z (Å)
W -0.771 -0.052 -1.109
C 2.213 -2.235 2.787
C 1.839 -0.749 2.749
C 0.376 -0.522 3.080
C 0.022 -0.801 4.397
C -1.288 -0.762 4.827
C -2.279 -0.464 3.914
C -1.990 -0.168 2.584
C -3.188 0.047 1.696
C -3.957 -1.257 1.470
C -0.647 -0.145 2.187
N -0.281 0.362 0.865
C 0.684 1.276 0.846
C 1.164 1.809 -0.332
C 2.203 2.702 -0.613
C 2.210 2.880 -1.994
C 1.149 2.114 -2.520
N 0.534 1.459 -1.524
H 3.288 -2.354 2.910
H 1.939 -2.736 1.857
H 1.719 -2.750 3.612
H 2.149 -0.354 1.787
H 2.432 -0.219 3.499
H 0.811 -1.073 5.089
H -1.534 -0.976 5.858
H -3.316 -0.452 4.227
H -2.913 0.496 0.737
H -3.851 0.770 2.177
H -3.348 -1.990 0.941
H -4.860 -1.092 0.884
H -4.257 -1.692 2.423
H 1.049 1.678 1.784
H 2.866 3.144 0.111
H 2.874 3.503 -2.568
H 0.817 2.024 -3.544
C 4.771 -3.610 -0.415
C 5.113 -2.465 -1.364
C 3.889 -1.797 -1.987
C 4.283 -0.636 -2.966
C 5.178 0.431 -2.346
C 3.130 -2.788 -2.851
O 3.582 -3.767 -3.375
N 1.803 -2.388 -3.112
C 1.184 -1.485 -2.313
O 0.021 -1.071 -2.684
N 1.624 -1.066 -1.152
C 2.992 -1.168 -0.912
O 3.490 -0.712 0.088
H 5.679 -4.067 -0.023
H 4.209 -4.395 -0.921
H 4.192 -3.252 0.437
H 5.738 -2.833 -2.180
H 5.677 -1.704 -0.833
H 3.373 -0.167 -3.354
H 4.785 -1.097 -3.820
H 4.771 0.804 -1.406
H 5.272 1.274 -3.030
H 6.181 0.056 -2.157
H 1.314 -2.791 -3.900
Ge -2.223 2.112 -1.268
C -1.344 3.407 -0.087
C -0.616 4.438 -0.669
C -0.030 5.421 0.124
C -0.171 5.377 1.502
C -0.921 4.364 2.090
C -1.512 3.391 1.298
C -4.116 2.491 -0.916
C -4.440 3.848 -0.980
C -5.737 4.277 -0.747
C -6.731 3.362 -0.430
C -6.425 2.014 -0.357
C -5.124 1.586 -0.602
H -1.925 2.707 -2.661
H -0.489 4.478 -1.743
H 0.537 6.218 -0.338
H 0.283 6.142 2.117
H -1.056 4.341 3.164
H -2.105 2.618 1.775
H -3.680 4.586 -1.211
H -5.972 5.332 -0.807
H -7.741 3.701 -0.243
H -7.194 1.295 -0.112
H -4.910 0.530 -0.539
C 0.074 -4.166 0.260
C -0.776 -4.613 -0.939
C -1.423 -3.317 -1.449
O -0.963 -2.265 -0.551
C -0.627 -2.904 0.710
H 1.095 -3.931 -0.046
H 0.118 -4.917 1.046
H -1.542 -5.319 -0.623
H -0.180 -5.095 -1.711
H -2.515 -3.356 -1.400
H -1.134 -3.042 -2.458
H -1.544 -3.112 1.267
H -0.012 -2.214 1.280
Te -3.034 -0.509 -2.264

Results of the Mulliken charge analysis, in e, for atoms 1 through 5: number 1, W, carries 1.8505; number 2, C, carries -1.1313; number 3, C, carries -0.2884; number 4, C, carries 1.2803; number 5, C, carries -0.8819

=====

What did we get for largest force on an atom? Answer: 0.05126; 0.01375; 0.02956; 0.11338; 0.05967 hartree/bohr, in the order shown.
What did we get for relative energy (zero: lowest compared OMol25 entry of this formula, charge and spin)? Answer: 0.000; 0.804; 0.921; 3.968; 2.139 eV, in the order shown.